w.
Formula: C4H12O3
Source: the OMol25 dataset
Level of theory: ωB97M-V/def2-TZVPD

Computed properties:
multiplicity: 1
gap between HOMO and LUMO: 10.83 eV
structure (SMILES): OCCCCO.O

Last columns: bonded neighbours and bond lengths (Å).
CARTESIAN COORDINATES (ANGSTROEM)
1 O 1.86289 -0.55668 1.19076  C2 1.415, H7 0.963
2 C 0.47635 -0.75335 1.39424  O1 1.415, C3 1.521, H8 1.099, H9 1.096
3 C -0.37367 -0.08357 0.32555  C2 1.521, C4 1.522, H10 1.101, H11 1.080
4 C -0.59255 1.40721 0.54132  C3 1.522, C5 1.512, H12 1.091, H13 1.091
5 C -1.22395 2.03609 -0.67994  C4 1.512, O6 1.455, H14 1.091, H15 1.090
6 O -2.27939 1.15104 -1.14790  C5 1.455, H16 0.959
7 H 2.22905 -0.77816 2.05396  O1 0.963
8 H 0.15865 -0.29019 2.33933  C2 1.099
9 H 0.08821 -1.77808 1.37565  C2 1.096
10 H 0.19335 -0.17369 -0.61403  C3 1.101
11 H -1.31890 -0.53540 0.06483  C3 1.080
12 H -1.27033 1.43615 1.39579  C4 1.091
13 H 0.33931 1.91500 0.79364  C4 1.091
14 H -1.64539 3.03552 -0.56691  C5 1.091
15 H -0.52042 2.01222 -1.51210  C5 1.090
16 H -2.93783 1.65515 -1.63037  O6 0.959
17 O 1.64079 -2.60153 -1.33910  H18 0.966, H19 0.966
18 H 1.48955 -3.19176 -2.08855  O17 0.966
19 H 2.57803 -2.79760 -1.20839  O17 0.966

Listed below, in e, are the natural (NBO) charges computed for each atom: number 1, O, carries -0.709; number 2, C, carries -0.069; number 3, C, carries -0.428; number 4, C, carries -0.421; number 5, C, carries -0.058; number 6, O, carries -0.750; number 7, H, carries 0.465; number 8, H, carries 0.146; number 9, H, carries 0.168; number 10, H, carries 0.213; number 11, H, carries 0.233; number 12, H, carries 0.192; number 13, H, carries 0.213; number 14, H, carries 0.169; number 15, H, carries 0.163; number 16, H, carries 0.470; number 17, O, carries -0.922; number 18, H, carries 0.460; number 19, H, carries 0.465



x.
Formula: C4H12O3
Source: the OMol25 dataset
Level of theory: ωB97M-V/def2-TZVPD

Computed properties:
multiplicity: 1
gap between HOMO and LUMO: 10.62 eV
structure (SMILES): OCCCCO.O

Last columns: bonded neighbours and bond lengths (Å).
CARTESIAN COORDINATES (ANGSTROEM)
1 O 3.25480 -1.14075 1.30664  C2 1.363, H7 0.945
2 C 2.13468 -0.47705 0.90208  O1 1.363, C3 1.496, H8 1.096, H9 1.047
3 C 1.82532 -0.60311 -0.55579  C2 1.496, C4 1.577, H10 1.127, H11 1.164
4 C 0.90397 0.58219 -1.03713  C3 1.577, C5 1.487, H12 1.100, H13 1.111
5 C -0.55214 0.28371 -0.98892  C4 1.487, O6 1.389, H14 1.126, H15 1.154
6 O -1.06798 -0.13864 0.22973  C5 1.389, H16 1.030
7 H 3.98454 -1.01018 0.72039  O1 0.945
8 H 2.23946 0.58335 1.15762  C2 1.096
9 H 1.43990 -0.87517 1.57737  C2 1.047
10 H 1.41442 -1.63018 -0.77070  C3 1.127
11 H 2.85424 -0.68706 -1.09268  C3 1.164
12 H 1.20747 1.29922 -0.26040  C4 1.100
13 H 1.18287 0.92056 -2.05784  C4 1.111
14 H -1.18609 1.04122 -1.52910  C5 1.126
15 H -0.80446 -0.58661 -1.70324  C5 1.154
16 H -1.51814 0.68203 0.66053  O6 1.030
17 O -5.32485 1.24578 0.14968  H18 1.013, H19 0.965
18 H -5.47701 0.24577 0.20519  O17 1.013
19 H -6.10396 1.57149 -0.31696  O17 0.965

Listed below, in e, are the natural (NBO) charges computed for each atom: number 1, O, carries -0.708; number 2, C, carries -0.058; number 3, C, carries -0.421; number 4, C, carries -0.439; number 5, C, carries -0.069; number 6, O, carries -0.718; number 7, H, carries 0.457; number 8, H, carries 0.131; number 9, H, carries 0.192; number 10, H, carries 0.213; number 11, H, carries 0.192; number 12, H, carries 0.200; number 13, H, carries 0.220; number 14, H, carries 0.173; number 15, H, carries 0.160; number 16, H, carries 0.475; number 17, O, carries -0.942; number 18, H, carries 0.473; number 19, H, carries 0.469



y.
Formula: C4H12O3
Source: the OMol25 dataset
Level of theory: ωB97M-V/def2-TZVPD

Computed properties:
multiplicity: 1
gap between HOMO and LUMO: 10.89 eV
structure (SMILES): C[C@H](O)CCO.O

Last columns: bonded neighbours and bond lengths (Å).
CARTESIAN COORDINATES (ANGSTROEM)
1 C -2.15680 -0.18955 0.77460  C2 1.520, H7 1.080, H8 1.089, H9 1.091
2 C -0.97032 0.04686 -0.14531  C1 1.520, O3 1.454, C4 1.513, H10 1.084
3 O -0.61630 -1.15155 -0.88811  C2 1.454, H11 0.974
4 C 0.27766 0.57534 0.52683  C2 1.513, C5 1.506, H12 1.103, H13 1.096
5 C 1.25678 1.19990 -0.43154  C4 1.506, O6 1.423, H14 1.093, H15 1.093
6 O 1.86553 2.31779 0.20375  C5 1.423, H16 0.963
7 H -3.06227 -0.40415 0.22698  C1 1.080
8 H -2.33160 0.73681 1.31980  C1 1.089
9 H -1.96833 -0.93956 1.54386  C1 1.091
10 H -1.28979 0.78557 -0.87219  C2 1.084
11 H -1.39899 -1.35914 -1.42961  O3 0.974
12 H -0.03761 1.33010 1.26730  C4 1.103
13 H 0.76436 -0.22471 1.09586  C4 1.096
14 H 2.01708 0.49066 -0.76778  C5 1.093
15 H 0.76755 1.48882 -1.36519  C5 1.093
16 H 2.20819 2.91785 -0.46718  O6 0.963
17 O 1.88988 -2.53432 0.02066  H18 0.965, H19 0.961
18 H 1.22923 -1.83841 -0.08373  O17 0.965
19 H 1.55575 -3.24829 -0.52898  O17 0.961

Listed below, in e, are the natural (NBO) charges computed for each atom: number 1, C, carries -0.632; number 2, C, carries 0.108; number 3, O, carries -0.752; number 4, C, carries -0.455; number 5, C, carries -0.059; number 6, O, carries -0.723; number 7, H, carries 0.208; number 8, H, carries 0.215; number 9, H, carries 0.218; number 10, H, carries 0.155; number 11, H, carries 0.474; number 12, H, carries 0.233; number 13, H, carries 0.216; number 14, H, carries 0.172; number 15, H, carries 0.154; number 16, H, carries 0.471; number 17, O, carries -0.950; number 18, H, carries 0.481; number 19, H, carries 0.466



Stability, highest: y



w.
Formula: C6H8N4O2
Source: the OMol25 dataset
Level of theory: ωB97M-V/def2-TZVPD

Computed properties:
multiplicity: 1
gap between HOMO and LUMO: 9.45 eV
structure (SMILES): CNc1nc(N)nc(O)c1C=O

Last columns: bonded neighbours and bond lengths (Å).
CARTESIAN COORDINATES (ANGSTROEM)
1 C 2.51764 -2.17318 -0.00671  N2 1.449, H13 1.116, H14 1.098, H15 1.074
2 N 1.94983 -0.84054 0.04336  C1 1.449, C3 1.319, H16 1.091
3 C 0.68950 -0.45932 0.12160  N2 1.319, N4 1.402, C10 1.411
4 N -0.27801 -1.45751 -0.05757  C3 1.402, C5 1.341
5 C -1.55816 -1.06722 0.01998  N4 1.341, N6 1.365, N7 1.343
6 N -2.60217 -1.94639 0.00828  C5 1.365, H17 0.969, H18 0.999
7 N -2.01211 0.19556 0.06992  C5 1.343, C8 1.300
8 C -1.12618 1.14593 0.02675  N7 1.300, O9 1.352, C10 1.405
9 O -1.67508 2.37646 -0.07898  C8 1.352, H19 0.981
10 C 0.25330 0.87937 0.03160  C3 1.411, C8 1.405, C11 1.453
11 C 1.24463 1.93144 0.17556  C10 1.453, O12 1.200, H20 1.161
12 O 2.37068 1.81536 -0.22382  C11 1.200
13 H 1.73017 -2.84314 -0.42710  C1 1.116
14 H 2.80650 -2.51578 0.99541  C1 1.098
15 H 3.41058 -2.03806 -0.58874  C1 1.074
16 H 2.68147 -0.03878 -0.06478  N2 1.091
17 H -2.46201 -2.81886 -0.39026  N6 0.969
18 H -3.47532 -1.47948 -0.12333  N6 0.999
19 H -2.59642 2.06040 -0.19630  O9 0.981
20 H 0.81310 2.93908 0.55686  C11 1.161

Listed below, in e, are the natural (NBO) charges computed for each atom: number 1, C, carries -0.411; number 2, N, carries -0.563; number 3, C, carries 0.489; number 4, N, carries -0.594; number 5, C, carries 0.603; number 6, N, carries -0.775; number 7, N, carries -0.639; number 8, C, carries 0.604; number 9, O, carries -0.647; number 10, C, carries -0.417; number 11, C, carries 0.434; number 12, O, carries -0.582; number 13, H, carries 0.234; number 14, H, carries 0.197; number 15, H, carries 0.206; number 16, H, carries 0.445; number 17, H, carries 0.391; number 18, H, carries 0.399; number 19, H, carries 0.500; number 20, H, carries 0.124



x.
Formula: C6H8N4O2
Source: the OMol25 dataset
Level of theory: ωB97M-V/def2-TZVPD

Computed properties:
multiplicity: 1
gap between HOMO and LUMO (alpha / beta): 8.27 / 8.27 eV

Last columns: bonded neighbours and bond lengths (Å).
CARTESIAN COORDINATES (ANGSTROEM)
1 C 2.86497 -0.95965 -1.17464  N7 1.350, N8 1.306, H13 1.070
2 C 0.87969 -0.29359 -0.98571  C3 1.484, N7 1.311, N9 1.370
3 C -0.57997 -0.13492 -1.20155  C2 1.484, C4 1.534, H14 1.092, H15 1.095
4 C -1.40840 0.37876 -0.01765  C3 1.534, C6 1.491, H16 1.093, H17 1.096
5 C 1.10482 0.51339 1.34517  N9 1.372, H18 1.080, H19 1.079
6 C -1.04564 -0.23784 1.29104  C4 1.491, N10 1.408, H20 1.080
7 N 1.69182 -0.87221 -1.83615  C1 1.350, C2 1.311
8 N 2.82039 -0.50087 0.04756  C1 1.306, N9 1.347
9 N 1.56104 -0.03911 0.17501  C2 1.370, C5 1.372, N8 1.347
10 N -1.45317 0.41119 2.47172  C6 1.408, O11 1.221, O12 1.218
11 O -1.68616 1.60860 2.41950  N10 1.221
12 O -1.51143 -0.25990 3.48697  N10 1.218
13 H 3.75508 -1.36532 -1.60805  C1 1.070
14 H -0.73631 0.52838 -2.05523  C3 1.092
15 H -0.94221 -1.12106 -1.50906  C3 1.095
16 H -1.32673 1.46456 0.07548  C4 1.093
17 H -2.46013 0.16011 -0.23723  C4 1.096
18 H 0.78426 1.54488 1.33423  C5 1.080
19 H 1.58016 0.14534 2.24163  C5 1.079
20 H -0.93750 -1.30826 1.38676  C6 1.080

Listed below, in e, are the natural (NBO) charges computed for each atom: number 1, C, carries 0.150; number 2, C, carries 0.374; number 3, C, carries -0.448; number 4, C, carries -0.463; number 5, C, carries -0.069; number 6, C, carries -0.058; number 7, N, carries -0.472; number 8, N, carries -0.281; number 9, N, carries -0.249; number 10, N, carries 0.474; number 11, O, carries -0.414; number 12, O, carries -0.389; number 13, H, carries 0.205; number 14, H, carries 0.251; number 15, H, carries 0.241; number 16, H, carries 0.243; number 17, H, carries 0.232; number 18, H, carries 0.210; number 19, H, carries 0.232; number 20, H, carries 0.233



Stability, highest: w



w.
Formula: C3H7O2
Source: the OMol25 dataset
Level of theory: ωB97M-V/def2-TZVPD

Computed properties:
multiplicity: 1
net charge: -1
gap between HOMO and LUMO: 6.23 eV
structure (SMILES): [O-]CCCO

Last columns: bonded neighbours and bond lengths (Å).
CARTESIAN COORDINATES (ANGSTROEM)
1 O -0.12288 -1.24612 1.68654  C2 1.321
2 C -1.07038 -0.82630 0.86686  O1 1.321, C3 1.703, H6 1.141, H7 1.121
3 C -0.38645 -0.10211 -0.51483  C2 1.703, C4 1.512, H8 1.097, H9 1.074
4 C 0.97379 0.36103 -0.04531  C3 1.512, O5 1.486, H10 1.096, H11 1.086
5 O 1.19387 1.68480 -0.68472  C4 1.486, H12 0.962
6 H -1.65651 -1.61723 0.28909  C2 1.141
7 H -1.86133 -0.14622 1.27752  C2 1.121
8 H -1.05242 0.71465 -0.82116  C3 1.097
9 H -0.31383 -0.90530 -1.22389  C3 1.074
10 H 1.11023 0.76597 0.96358  C4 1.096
11 H 1.83370 -0.29188 -0.16314  C4 1.086
12 H 1.35222 1.60871 -1.63055  O5 0.962

Listed below, in e, are the natural (NBO) charges computed for each atom: number 1, O, carries -0.939; number 2, C, carries 0.041; number 3, C, carries -0.521; number 4, C, carries -0.052; number 5, O, carries -0.783; number 6, H, carries 0.040; number 7, H, carries 0.062; number 8, H, carries 0.184; number 9, H, carries 0.173; number 10, H, carries 0.197; number 11, H, carries 0.159; number 12, H, carries 0.437



x.
Formula: C3H7O2
Source: the OMol25 dataset
Level of theory: ωB97M-V/def2-TZVPD

Computed properties:
multiplicity: 1
net charge: -1
gap between HOMO and LUMO: 8.59 eV

Last columns: bonded neighbours and bond lengths (Å).
CARTESIAN COORDINATES (ANGSTROEM)
1 C 1.09609 -1.08180 -0.96832  C2 1.510, H3 1.113, H4 1.067, H5 1.120
2 C 1.40503 -1.03486 0.50862  C1 1.510, H6 1.118, H7 1.055, H8 1.124
3 H 1.50197 -1.98712 -1.47166  C1 1.113
4 H 1.49754 -0.21833 -1.44931  C1 1.067
5 H -0.01158 -1.07029 -1.13538  C1 1.120
6 H 2.51156 -1.04565 0.66768  C2 1.118
7 H 0.97746 -0.14511 0.88203  C2 1.055
8 H 0.90954 -1.89625 1.03373  C2 1.124
9 O -1.46276 -0.21938 0.33084  C10 1.271
10 C -1.25521 1.02560 0.17887  O9 1.271, O11 1.278, H12 1.084
11 O -0.13193 1.62108 0.04958  C10 1.278
12 H -2.10446 1.69549 0.11453  C10 1.084

Listed below, in e, are the natural (NBO) charges computed for each atom: number 1, C, carries -0.611; number 2, C, carries -0.607; number 3, H, carries 0.154; number 4, H, carries 0.197; number 5, H, carries 0.245; number 6, H, carries 0.157; number 7, H, carries 0.258; number 8, H, carries 0.182; number 9, O, carries -0.796; number 10, C, carries 0.611; number 11, O, carries -0.804; number 12, H, carries 0.012



Stability, highest: x